# 1
The following is a DFT calculation (ωB97M-V/def2-TZVPD) of a structure of composition C29H25BrCrIN9O2S2.

Structure (XYZ):
```
70
Properties=species:S:1:pos:R:3:lowdin_charge:R:1
Cr -0.24618 0.45856 0.56841 0.632
C -3.90655 -0.59913 -3.58811 -0.390
S -3.60963 -1.93736 -2.41069 0.890
C -2.41329 -1.27080 -1.31666 -1.075
S -1.35432 -0.00987 -1.66449 0.769
N -2.35108 -1.91188 -0.18106 -0.066
N -1.36073 -1.39001 0.62040 -0.102
C -1.24311 -2.04418 1.71560 -0.050
C -0.38646 -1.48112 2.74959 -0.259
C -0.07747 -2.13245 3.92781 0.009
C 0.79387 -1.52778 4.81961 -0.024
C 1.30587 -0.27944 4.51474 -0.019
C 0.93517 0.32074 3.32826 -0.073
N 0.11264 -0.27473 2.44911 0.016
H -4.14006 -1.05883 -4.54753 0.038
H -3.01861 0.01936 -3.68845 -0.003
H -4.74901 0.00189 -3.25113 0.040
H -1.83839 -2.93665 1.87192 0.145
H -0.50749 -3.10975 4.12048 0.129
H 1.07228 -2.02738 5.74006 0.122
H 1.97459 0.23493 5.19158 0.120
H 1.29355 1.30197 3.05278 0.122
N 2.23871 -1.95754 1.26454 0.185
C 2.70126 -0.86815 0.64563 -0.456
N 4.02049 -0.75369 0.58053 0.196
C 4.47258 0.28243 -0.10465 -0.418
N 5.78951 0.44536 -0.20372 0.197
N 3.69132 1.20209 -0.72487 0.197
C 2.41447 1.03792 -0.55575 -0.244
N 1.80559 0.03305 0.13268 0.101
C 1.52433 2.09668 -1.11977 -0.179
C 2.03810 3.19817 -1.77346 0.024
C 1.15830 4.17434 -2.20967 -0.015
C -0.19557 4.00539 -1.97156 -0.008
C -0.62411 2.86933 -1.32023 -0.132
N 0.22310 1.91982 -0.90985 -0.084
H 2.93100 -2.65063 1.49323 0.128
H 1.30685 -2.27681 1.07080 0.043
H 6.40810 -0.22366 0.21795 0.120
H 6.15243 1.20033 -0.75482 0.118
H 3.10706 3.27426 -1.90611 0.118
H 1.52452 5.05861 -2.71677 0.122
H -0.92338 4.74052 -2.29398 0.123
H -1.67190 2.69030 -1.12047 0.113
O -0.07637 2.28775 1.53957 -0.079
C -1.35166 2.28301 1.68563 -0.532
O -1.97639 1.33498 1.11946 -0.058
C -2.04632 3.30398 2.49897 -0.137
C -3.38318 3.11953 2.83503 -0.007
C -4.01934 4.04715 3.64653 -0.061
C -3.32159 5.15732 4.10792 -0.066
C -1.98928 5.34744 3.75801 -0.065
C -1.34712 4.41572 2.95703 -0.014
H -3.90438 2.24755 2.46096 0.122
H -5.05914 3.90658 3.91759 0.110
H -3.81806 5.87721 4.74951 0.110
H -1.45584 6.22275 4.10946 0.109
H -0.30832 4.54123 2.67734 0.119
Br 3.24639 -5.67539 -2.57113 0.719
C 1.70281 -5.37252 -3.61200 -0.745
C 1.45477 -6.25190 -4.65885 -0.132
C 0.33393 -6.08376 -5.45695 -0.072
C -0.55776 -5.05260 -5.19879 -0.075
C -0.31630 -4.17243 -4.15473 -0.156
C 0.82247 -4.32013 -3.36948 -0.735
I 1.14008 -2.88679 -1.89894 1.022
H 2.14655 -7.06350 -4.84381 0.102
H 0.15974 -6.76426 -6.28299 0.112
H -1.44257 -4.92636 -5.81265 0.110
H -1.01145 -3.36676 -3.94457 0.078
```

The value obtained for the HOMO energy (alpha / beta) is -10.562 / -10.645 eV. For the HOMO-LUMO gap (alpha / beta), the calculation gives 7.15 / 7.28 eV. Its spin multiplicity is 2. Its total charge is +1. Its expectation value of S² is 0.774.

# 2
The following is a DFT calculation (ωB97M-V/def2-TZVPD) of a structure of composition C29H25F3NO10S5SbZr.

Structure (XYZ):
```
75
Properties=species:S:1:pos:R:3:lowdin_charge:R:1
Zr 0.18726 -0.41568 0.46798 1.608
O 3.11112 -2.40000 -4.49938 0.080
C 2.23870 -2.17410 -3.49248 -0.281
C 1.18233 -1.27540 -3.62192 0.066
C 0.37403 -1.05467 -2.54119 -0.215
N 0.55685 -1.69491 -1.38335 -0.023
C 1.59099 -2.53405 -1.25585 -0.190
C 2.43667 -2.82873 -2.29306 0.078
C 1.72413 -2.98462 0.19495 -0.564
O 2.12733 -4.08991 0.47993 0.088
O 1.33529 -2.04881 0.99990 -0.288
C -0.59151 0.09837 -2.42704 -0.583
O -1.04487 0.65486 -3.40050 0.083
O -0.80506 0.42648 -1.18544 -0.251
H 2.94627 -1.75811 -5.19924 0.109
H 1.01982 -0.70432 -4.52975 0.130
H 3.28083 -3.49143 -2.15967 0.141
S 2.44846 0.43913 -0.61107 0.044
S 3.79583 0.03105 0.91606 -0.057
S 2.59167 0.07278 2.70542 -0.210
S 3.25842 -1.27656 4.03073 -0.254
O -1.63815 2.67485 1.16433 -0.372
S -1.13806 1.49406 1.83691 0.296
O -1.34668 1.48523 3.25845 -0.289
O 0.35887 1.28743 1.51166 -0.660
O -1.70271 0.21298 1.21728 -0.453
C -0.41534 -1.78501 3.43211 -0.088
C -1.56266 -2.34836 2.62567 -0.242
O -1.29063 -2.37807 1.20365 -0.259
C -2.52128 -2.58355 0.50189 -0.262
C -2.27049 -3.03903 -0.92198 -0.056
H -0.67305 -1.84649 4.48971 0.093
H -0.25885 -0.73186 3.20939 0.027
H 0.50892 -2.33353 3.26347 0.046
H -2.45705 -1.74024 2.78490 0.118
H -1.77076 -3.37794 2.93092 0.121
H -3.09379 -1.65363 0.52524 0.117
H -3.08366 -3.36055 1.02776 0.116
H -1.99241 -2.20608 -1.56289 0.056
H -3.17681 -3.50118 -1.31692 0.076
H -1.46223 -3.77196 -0.93752 0.084
F 1.32058 9.32578 0.21834 0.019
C 1.10182 8.01928 -0.09692 -0.301
C 1.98294 7.06525 0.36218 -0.029
C 1.74081 5.73455 0.03763 -0.133
C 0.65542 5.35133 -0.75874 -0.329
C -0.22226 6.35479 -1.17124 -0.106
C -0.00778 7.69187 -0.84561 -0.028
Sb 0.32664 3.18059 -1.02443 1.632
C -1.35614 3.61517 -2.33397 -0.365
C -1.22143 4.19428 -3.59434 -0.135
C -2.33185 4.45330 -4.39091 -0.023
C -3.57773 4.12153 -3.90358 -0.294
F -4.67028 4.37296 -4.67828 0.017
C -3.75878 3.55787 -2.66034 -0.015
C -2.63724 3.30918 -1.87462 -0.100
C 1.78766 3.13451 -2.68756 -0.367
C 1.54024 2.53135 -3.91928 -0.135
C 2.56332 2.31874 -4.84357 -0.031
C 3.84298 2.69563 -4.50822 -0.296
F 4.84619 2.49336 -5.40705 0.019
C 4.13986 3.27720 -3.29335 -0.020
C 3.10619 3.48310 -2.38961 -0.139
H 2.83241 7.36369 0.96438 0.111
H 2.41483 4.97500 0.42187 0.095
H -1.09118 6.09590 -1.76406 0.084
H -0.68683 8.47338 -1.16521 0.108
H -0.23534 4.46210 -3.95431 0.095
H -2.24058 4.90220 -5.37224 0.108
H -4.75962 3.32295 -2.31970 0.111
H -2.75530 2.87751 -0.88664 0.085
H 0.53482 2.20973 -4.16787 0.078
H 2.37078 1.86322 -5.80878 0.107
H 5.16341 3.54149 -3.05812 0.112
H 3.34126 3.91709 -1.42470 0.086
```

The value obtained for the HOMO energy is -0.691 eV. For the HOMO-LUMO gap, the calculation gives 4.48 eV. Its total charge is -2.

# 3
The following is a DFT calculation (ωB97M-V/def2-TZVPD) of a structure of composition C29H25F3NO10S5SbZr.

Structure (XYZ):
```
75
Properties=species:S:1:pos:R:3:lowdin_charge:R:1
Zr -1.94921 -0.24364 0.50604 1.379
O -0.82857 4.36009 4.80139 0.058
C -0.96681 3.37500 3.86875 -0.280
C -0.59699 3.57268 2.54057 0.060
C -0.78971 2.51479 1.67435 -0.171
N -1.35874 1.39056 2.06177 0.000
C -1.55825 1.13427 3.35444 -0.214
C -1.38696 2.12070 4.30377 0.078
C -1.53347 -0.37468 3.61568 -0.680
O -1.52411 -0.78999 4.76120 0.046
O -1.30304 -1.02657 2.53251 -0.320
C -0.13021 2.34322 0.31975 -0.593
O 0.60233 3.21481 -0.12406 0.048
O -0.30200 1.15459 -0.15085 -0.236
H -0.49256 5.14503 4.36356 0.097
H -0.10622 4.47368 2.19395 0.124
H -1.51131 1.89429 5.35279 0.131
S -2.35357 -2.87614 0.49209 -0.027
S -4.38285 -2.86372 0.86592 -0.090
S -4.51923 -1.84231 2.65074 -0.089
S -4.14259 0.11489 2.11648 0.075
O -3.27782 0.57590 -3.05257 -0.316
S -3.15117 -0.47092 -2.06497 0.293
O -3.76210 -1.71735 -2.43597 -0.330
O -3.67838 0.01847 -0.68825 -0.594
O -1.68323 -0.65725 -1.63642 -0.563
C -0.76380 2.50960 -2.98120 -0.072
C -1.82610 3.45258 -2.46181 -0.276
O -2.36617 2.99357 -1.23370 -0.178
C -3.40443 3.84161 -0.79495 -0.283
C -4.11972 3.21925 0.38174 -0.079
H -0.47591 2.82978 -3.98732 0.074
H -1.16294 1.49810 -3.03547 0.051
H 0.11504 2.51971 -2.34177 0.051
H -2.64723 3.52283 -3.18821 0.113
H -1.41406 4.46379 -2.31206 0.114
H -4.11536 3.99637 -1.61998 0.116
H -2.98599 4.82899 -0.53508 0.115
H -4.46057 2.21671 0.12727 0.040
H -4.98885 3.82307 0.65410 0.075
H -3.47277 3.15127 1.25809 0.055
F 2.90586 -7.43642 1.18561 0.028
C 2.48945 -6.16950 0.92329 -0.290
C 3.24729 -5.39775 0.06513 -0.026
C 2.81936 -4.10521 -0.20045 -0.131
C 1.66123 -3.59510 0.38411 -0.380
C 0.91988 -4.41129 1.23819 -0.110
C 1.33415 -5.71081 1.51510 -0.009
Sb 0.94467 -1.62211 0.00124 1.602
C 1.32414 -1.63028 -2.09580 -0.361
C 0.70369 -2.61682 -2.85891 -0.108
C 0.80294 -2.61663 -4.24237 -0.009
C 1.52127 -1.60512 -4.84453 -0.285
F 1.62681 -1.59604 -6.20042 0.027
C 2.12906 -0.59786 -4.12878 -0.017
C 2.02061 -0.61712 -2.74329 -0.097
C 2.72174 -0.61057 0.64185 -0.333
C 3.71864 -1.26563 1.36264 -0.112
C 4.83500 -0.58378 1.83227 -0.023
C 4.93417 0.76567 1.57209 -0.291
F 6.02459 1.43853 2.02912 0.026
C 3.96758 1.45844 0.87674 -0.004
C 2.85661 0.76187 0.41771 -0.111
H 4.14308 -5.80927 -0.38126 0.110
H 3.39729 -3.48735 -0.87947 0.106
H 0.00172 -4.04094 1.68286 0.064
H 0.76757 -6.35770 2.17143 0.117
H 0.10445 -3.38204 -2.37726 0.111
H 0.31008 -3.36528 -4.84766 0.115
H 2.65889 0.19007 -4.64739 0.112
H 2.48530 0.17812 -2.17466 0.090
H 3.62975 -2.32466 1.57087 0.086
H 5.61190 -1.08259 2.39673 0.110
H 4.06950 2.52228 0.70818 0.118
H 2.08735 1.31527 -0.10522 0.073
```

The value obtained for the HOMO energy is -1.852 eV. For the HOMO-LUMO gap, the calculation gives 5.69 eV. Its total charge is -2.

Calculated electronic energy, -6475.8927; -4505.4263; -4505.4589 Eh (same order as the records).
Calculated relative energy (zero: lowest compared OMol25 entry of this formula, charge and spin), 77.0; 259.4; 173.7 kJ/mol (same order as the records).